Here is a 7-piece molecular cluster, C23H32N6O6S overall from the OMol25 dataset. Energies are from the ωB97M-V functional and the def2-TZVPD basis.

HOMO energy in eV: -8.2
Structure (SMILES): C[N+](=O)[O-].O=S1(=O)OCCO1.c1cc[nH]c1.c1cc[nH]c1.c1cc[nH]c1.c1cc[nH]c1.c1cc[nH]c1
Kohn-Sham gap in eV: 8.48

The geometry in ORCA input format:
```
! RIJCOSX wB97M-V def2-TZVPD def2/J DEFGRID3
* xyz 0 1
S -4.30503 -8.77544 -7.18755
O -4.46679 -7.75677 -5.98902
O -3.84529 -10.05774 -6.72631
O -4.11269 -0.60058 -1.82051
O -2.29616 -1.47312 -1.14058
O -3.00341 -8.04137 -7.83968
O -5.45570 -8.66607 -8.03381
N -1.55965 1.39601 -7.31014
N 2.73649 -2.42112 -7.11575
N 1.29463 -3.36960 -0.11406
N -1.05975 -1.78380 -6.21219
N -5.90863 -5.23267 -6.13061
N -3.09633 -1.21557 -1.99990
C 1.88448 -2.28981 0.50484
C 2.41304 -2.26297 -1.69566
C 0.17544 -3.15633 -4.94990
C -2.33426 1.38629 -6.17395
C -3.32884 0.13209 -7.71838
C -0.86164 -3.90467 -5.57460
C -3.47101 0.67918 -6.42190
C -1.58088 -3.04892 -6.36499
C -5.36747 -4.09791 -5.59060
C -5.28004 -3.98035 -7.81891
C 2.56300 -1.60433 -0.47079
C -2.16702 0.61451 -8.26691
C 4.84190 -3.09249 -7.12050
C -5.86714 -5.15771 -7.51476
C -4.97052 -3.27764 -6.61139
C 3.15949 -2.37730 -8.41374
C 4.47170 -2.80679 -8.44914
C -2.79438 -1.68207 -3.37211
C -3.17866 -7.14197 -5.70881
C -2.59148 -6.89632 -7.08183
C 0.03928 -1.86919 -5.40091
C 3.76735 -2.83742 -6.31456
C 1.65872 -3.38198 -1.43562
H -2.40848 -3.16640 -7.04005
H 2.49811 -2.02204 -9.18600
H -1.97517 1.89753 -5.29391
H 5.11751 -2.86234 -9.30905
H 2.92092 -2.04905 -2.62085
H -4.52718 -2.29756 -6.58504
H 0.52687 -0.98199 -5.02131
H -3.07265 -6.04204 -7.56909
H -0.65286 1.81129 -7.41148
H -5.11834 -3.61170 -8.82202
H -0.89758 -4.97758 -5.47007
H -1.50630 -6.85092 -7.09156
H -2.48044 -2.71931 -3.39820
H -2.58040 -7.84042 -5.12158
H -1.80885 0.51201 -9.27679
H -4.38078 0.56236 -5.85654
H -1.98745 -1.03012 -3.69973
H -6.29040 -5.93201 -8.12929
H 3.12227 -0.69797 -0.28893
H -3.67476 -1.50749 -3.98073
H -6.30173 -6.00390 -5.62532
H -5.37591 -3.89515 -4.53226
H 1.46315 -4.26758 -2.01939
H 0.81545 -4.13606 0.31614
H 5.80311 -3.43084 -6.76844
H -3.44299 -6.27468 -5.11002
H 0.95889 -3.55453 -4.32983
H 1.84573 -2.07289 -6.79419
H -1.42145 -0.91221 -6.56459
H 3.59593 -3.01482 -5.26557
H 1.75610 -2.11661 1.55815
H -4.08878 -0.39370 -8.27728
*
```



Here is one molecule with the formula C6H10N2 from the OMol25 dataset. Energies are from the ωB97M-V functional and the def2-TZVPD basis.

HOMO energy in eV: -8.1
Structure (SMILES): C=C(N)C(C)(C)C#N
Kohn-Sham gap in eV: 8.75

The geometry in ORCA input format:
```
! RIJCOSX wB97M-V def2-TZVPD def2/J DEFGRID3
* xyz 0 1
N 1.44326 1.05406 -2.15461
N -0.12142 -1.93537 0.69967
C -0.20547 0.37582 -0.22682
C -0.42692 1.59139 0.68191
C 0.93136 0.65395 -1.18869
C 0.49085 -0.73826 0.51785
C 1.84885 -0.52572 0.59033
C -1.48248 -0.01114 -0.96417
H -1.15165 1.34561 1.45842
H -1.81331 0.84152 -1.55563
H 0.47720 -2.69785 0.98219
H -2.26367 -0.29283 -0.25772
H -0.80428 2.42155 0.08620
H 2.27334 0.41251 0.91359
H -0.88246 -2.20067 0.09312
H 0.49808 1.90119 1.16332
H -1.31126 -0.83746 -1.65432
H 2.50002 -1.35832 0.81537
*
```



Here is one molecule with the formula C5H8O from the OMol25 dataset. Energies are from the ωB97M-V functional and the def2-TZVPD basis.

HOMO energy in eV: -9.4
Structure (SMILES): O=C1CCCC1
Kohn-Sham gap in eV: 10.32

The geometry in ORCA input format:
```
! RIJCOSX wB97M-V def2-TZVPD def2/J DEFGRID3
* xyz 0 1
O 0.58755 -2.23778 -0.81050
C -0.79364 0.87067 -0.29340
C 0.74938 0.94590 -0.14240
C -1.17755 -0.67532 -0.15742
C 0.20778 -1.29946 -0.15200
C 1.08663 -0.33563 0.62578
H -1.83954 -1.21347 -0.84985
H -1.22491 1.38334 0.57004
H 0.69839 -0.25124 1.64991
H 1.00880 1.88248 0.35904
H 1.27631 0.93719 -1.10698
H -1.61608 -0.81824 0.84212
H 2.12979 -0.64511 0.63902
H -1.09292 1.45667 -1.17336
*
```



Here is a 26-piece molecular cluster, C3H60BrClNO25P overall from the OMol25 dataset. Energies are from the ωB97M-V functional and the def2-TZVPD basis.

HOMO energy in eV: -10.4
Kohn-Sham gap in eV: 10.01

The geometry in ORCA input format:
```
! RIJCOSX wB97M-V def2-TZVPD def2/J DEFGRID3
* xyz 0 1
Br -0.50172 3.28473 -0.50022
Cl -2.12645 0.80233 2.97537
P -1.29176 1.93267 1.23345
O -0.77610 -8.20948 3.80661
O 2.70184 2.17386 -1.71829
O 5.46130 -1.83653 -2.80423
O -2.45973 6.08825 -1.16527
O 5.71354 7.85975 -3.97806
O 3.13550 6.54843 -2.62088
O 1.06254 -5.88627 3.99797
O 2.20069 2.32216 -5.11226
O 0.35899 0.43687 -3.41597
O -1.19321 6.85943 1.41522
O -4.84566 -0.85084 4.22769
O -0.49456 -5.66208 1.29793
O -2.50279 0.27065 -4.65550
O 2.29729 3.69843 1.72492
O 0.98091 6.43001 -0.69126
O -2.66200 4.78736 2.67464
O 4.43471 0.57998 -4.35056
O -4.00059 -5.00402 4.18972
O -2.13366 -2.19548 -3.31414
O 4.02181 -6.19931 3.29460
O 3.77545 3.96016 -3.80264
O -5.18791 2.49979 1.85277
O -1.14204 -4.15198 4.12589
O -2.98930 -9.93352 2.66750
O -1.91701 -4.68290 -1.03207
N -0.05299 0.85025 1.02301
C -1.79329 -1.52642 -0.05406
C 0.12439 0.15525 -0.27837
C -0.30036 -1.29870 -0.25555
H 1.96907 2.69976 -1.38025
H -1.31869 -5.01828 -0.34673
H -5.32528 1.90263 1.10974
H -1.17784 -3.61780 4.92656
H -2.48470 1.76636 0.54762
H -2.05611 -2.53225 -0.37135
H -4.07785 -0.41807 3.83468
H -1.82122 -5.30201 -1.76403
H -4.50284 2.08663 2.39077
H 4.44139 -0.09641 -5.03649
H -2.08687 -1.42631 0.99034
H -1.21430 3.01744 2.08693
H -0.18074 -7.45047 3.86726
H 1.93570 3.91572 0.85808
H 4.90497 7.61702 -3.50614
H 2.14184 1.72106 -5.86095
H -2.28361 6.54049 -0.31692
H -0.41386 -4.78004 4.25390
H -0.30813 -6.56256 1.58850
H -1.53376 6.82300 2.31751
H -0.04268 0.20242 1.80547
H -0.02900 -1.70050 -1.23537
H 1.58444 3.22631 2.16692
H 1.20796 6.84505 -1.53125
H -1.79580 5.38479 -1.14694
H 5.72902 -2.71154 -2.50562
H 3.39770 2.81258 -1.93434
H 2.80982 3.90270 -3.78891
H -0.25280 7.05786 1.50948
H -2.49889 -1.50240 -2.75411
H 4.69729 -6.41968 3.94523
H 0.28320 -1.87330 0.46756
H -1.64791 -7.82673 3.97114
H -1.84166 -0.17731 -4.11035
H 1.82009 -5.70698 3.42379
H -3.04659 -4.85619 4.14985
H 1.46857 -6.15890 4.83014
H -3.59436 -9.88910 3.41472
H -4.35716 -4.55557 3.41572
H -2.01459 -2.94318 -2.71262
H -0.39846 0.66587 -1.08432
H -2.38585 -0.83990 -0.66398
H 0.92859 1.01522 -2.89096
H -5.28401 -0.16487 4.74168
H -2.64473 -0.34338 -5.38373
H -0.15112 1.05166 -3.95838
H 0.01586 6.45234 -0.68210
H 2.91634 1.96252 -4.56622
H 3.96709 4.32114 -4.67596
H 1.18501 0.21064 -0.52757
H -3.38491 4.25810 3.02494
H 3.36288 6.81603 -1.72105
H -2.14091 -9.61602 2.99986
H -3.03553 5.18012 1.87595
H -0.93040 -5.23549 2.04787
H 5.40511 8.19379 -4.82669
H 5.11206 0.28484 -3.73259
H 4.27102 -6.69341 2.50560
H 3.70472 5.78103 -2.78768
H 5.10560 -1.39935 -2.02217
*
```



Here is C38H37BrMnN4OS4 as an isolated structure from the OMol25 dataset. Energies are from the ωB97M-V functional and the def2-TZVPD basis.

HOMO energy (alpha / beta) in eV: -9.5 / -11.0
Expectation value of S²: 6.157
Kohn-Sham gap (alpha / beta) in eV: 6.24 / 7.26

The geometry in ORCA input format:
```
! RIJCOSX wB97M-V def2-TZVPD def2/J DEFGRID3
* xyz 1 5
Br -8.17375 -0.19193 -3.89219
Mn -0.18752 1.07498 0.20644
S 0.49537 2.28307 5.16663
S -0.81640 3.33451 1.77427
S 2.21414 1.79013 1.89105
S 2.61953 2.08001 -3.12843
O -0.77467 -0.06344 1.50056
N 1.43029 1.20516 -1.05529
N -4.46758 -4.28685 -1.46284
N -3.95188 -4.15381 -0.29802
N -1.06338 -0.29191 -1.01603
C -0.87816 1.71335 4.12378
C 5.04661 -0.75180 -1.53174
C 0.74277 4.13972 2.23822
C 4.64191 0.20960 -2.43064
C 4.25476 -1.13745 -0.42733
C 6.11273 -1.68804 1.14021
C 2.80090 1.80572 3.61209
C -5.35053 -3.34907 -1.96265
C -1.49759 4.34646 -3.07602
C -0.83580 2.47313 -1.09434
C -7.04306 -1.47560 -3.10676
C -3.01798 -3.26377 0.06303
C -5.79659 -2.24859 -1.21379
C -1.64500 -1.28458 -0.28019
C -2.37559 -2.33073 -0.85189
C -1.46088 -1.15272 1.11449
C 1.91946 3.52865 1.49921
C -2.41846 3.99492 -2.09187
C -2.70044 -3.17299 1.43504
C -1.55244 2.85326 3.36223
C 5.00526 -3.51180 -0.18281
C -2.42242 -2.37668 -2.25258
C 3.80768 -2.42171 1.70897
C 3.02888 -0.53316 -0.25467
C -2.09066 3.06422 -1.11449
C 1.30487 2.05392 -2.03325
C 2.61940 0.46823 -1.13549
C -1.15211 -0.34540 -2.33054
C 1.85197 1.21785 4.65363
C -1.95550 -2.11682 1.95451
C 0.05995 2.81221 -2.10323
C 4.78215 -2.18452 0.55529
C -1.80590 -1.38535 -2.98676
C -5.77998 -3.50121 -3.28537
C -0.25173 3.74546 -3.08982
C -6.61203 -2.56027 -3.85929
C 3.40791 0.82785 -2.21417
C -6.64507 -1.31695 -1.78622
H 2.84698 -2.81205 1.35713
H 6.47507 -2.39243 1.89435
H 2.37190 -0.80686 0.56009
H -1.75554 5.08346 -3.82625
H -3.39795 4.45561 -2.08461
H 2.83233 4.09253 1.68781
H 6.00936 -1.22489 -1.68810
H 3.62447 -1.50026 2.27414
H -5.43484 -4.36006 -3.84993
H 3.71064 1.20442 3.59457
H 5.73795 -3.40774 -0.98720
H -1.77503 -2.04117 3.02031
H 0.85851 4.03814 3.31031
H 6.88545 -1.59314 0.37307
H -2.56353 2.55724 3.07759
H -3.11684 -3.92954 2.08956
H 5.37492 -4.27108 0.51222
H 2.41670 1.02634 5.56714
H 0.64846 5.19616 1.98613
H 0.47169 3.98925 -3.86155
H 4.07061 -3.87396 -0.62144
H 5.26347 0.47744 -3.27627
H -0.69768 0.46586 -2.88433
H -0.50991 0.96135 3.43289
H -2.82788 2.81561 -0.36060
H 1.73825 3.53003 0.42408
H -2.93494 -3.18577 -2.75866
H -6.92698 -2.66157 -4.88972
H 4.23211 -3.15627 2.39614
H -1.60436 1.25299 4.79221
H -5.47701 -2.13976 -0.18444
H -7.00031 -0.47052 -1.21295
H 1.43883 0.26699 4.31372
H 3.07994 2.83203 3.85356
H -1.84613 -1.38830 -4.06827
H -1.62879 3.75453 3.97112
H 5.98665 -0.70983 1.61528
*
```



Here is C4H8N2O5S as an isolated structure from the OMol25 dataset. Energies are from the ωB97M-V functional and the def2-TZVPD basis.

HOMO energy in eV: -10.5
Kohn-Sham gap in eV: 9.61

The geometry in ORCA input format:
```
! RIJCOSX wB97M-V def2-TZVPD def2/J DEFGRID3
* xyz 0 1
S 1.02522 0.75751 -0.51456
O 0.51973 0.49327 0.92740
O 0.51598 2.08048 -0.86437
O 2.55866 0.94123 -0.15328
O 0.80401 -0.29279 -1.39184
O -2.44122 0.51070 -0.90424
N -1.41710 2.01174 0.90368
N -1.23510 0.71611 0.97305
C -1.47921 -1.49911 -0.11100
C -2.06381 -2.23552 -1.05860
C 3.13673 -0.12293 0.56750
C -1.63599 -0.07858 -0.14581
H -1.02779 -2.00310 0.70769
H 3.09596 -1.18114 0.15348
H 4.27251 0.03381 0.80208
H -2.13982 -3.38093 -1.02838
H 2.44097 -0.08870 1.40906
H -2.44607 -1.67177 -1.83862
H -1.27435 2.34585 -0.10590
H -1.20932 2.66386 1.67266
*
```



Here is a 2-piece molecular cluster, C3H3NO overall from the OMol25 dataset. Energies are from the ωB97M-V functional and the def2-TZVPD basis.

HOMO energy in eV: -9.3
Structure (SMILES): C=C=O.C#N
Kohn-Sham gap in eV: 10.21

The geometry in ORCA input format:
```
! RIJCOSX wB97M-V def2-TZVPD def2/J DEFGRID3
* xyz 0 1
O 0.50507 0.92482 1.29965
N 0.63731 0.39612 -2.46139
C 1.66730 0.28997 -2.00792
C -0.37547 0.18042 1.32261
C -1.40113 -0.61657 1.23237
H -1.86949 -0.55789 0.28128
H 2.64368 0.41415 -1.79631
H -1.80727 -1.03102 2.12971
*
```



Here is C35H26AuClIN4O2P as an isolated structure from the OMol25 dataset. Energies are from the ωB97M-V functional and the def2-TZVPD basis.

HOMO energy in eV: -13.5
Kohn-Sham gap in eV: 8.18

The geometry in ORCA input format:
```
! RIJCOSX wB97M-V def2-TZVPD def2/J DEFGRID3
* xyz 2 1
Au -2.19729 -1.04756 -1.79871
I 0.11475 -0.59047 -2.80065
Cl -5.72977 1.29460 2.20538
P 2.10977 0.40674 -0.03386
O 0.50842 -1.16724 1.92187
O 0.52622 0.32971 0.23273
N -2.22810 -2.93977 0.30168
N -5.83233 -2.33746 -0.17597
N -3.78839 -3.73737 1.63998
N -4.15908 -1.41001 -1.21347
C 4.56715 0.30891 3.17235
C 3.12616 -3.43701 -0.82597
C 2.97502 2.09120 3.51445
C -0.65327 3.48510 -3.83472
C 3.45777 3.92491 -1.32688
C 4.20473 -2.02817 -2.45828
C -4.49141 -2.26174 -0.25726
C -2.59099 -4.20875 2.11274
C 3.97950 0.00990 1.95157
C 1.26793 2.25979 -2.10495
C -5.32880 -0.93048 -1.76293
C -3.37077 1.46216 0.92140
C 3.62771 -0.91041 -1.87609
C -2.05311 1.09775 0.70855
C 4.06498 1.34166 3.94886
C -1.45820 0.13315 1.52118
C 2.48386 4.41432 -2.13747
C 2.79826 -1.06110 -0.76330
C 2.89038 0.76126 1.51703
C -3.51647 -2.97791 0.54827
C 1.37649 3.61827 -2.52956
C -6.37811 -1.49936 -1.12144
C -1.64115 -3.70599 1.27219
C -3.49017 -0.08250 2.78567
C 0.40282 4.20631 -3.36983
C 2.38773 1.80861 2.29671
C -4.08164 0.86124 1.95177
C -2.17629 -0.44628 2.56619
C 2.55398 -2.32775 -0.22683
C 2.22861 1.82753 -1.11659
C 3.28765 2.64390 -0.77934
C -0.71168 2.11341 -3.54483
C 3.94751 -3.28816 -1.93806
C -0.07836 -0.32349 1.31669
C 0.21672 1.52131 -2.72830
H 1.93321 -2.43882 0.64984
H -2.52813 -4.85092 2.97334
H 5.41466 -0.26787 3.51596
H 4.31495 4.52161 -1.05003
H 2.93931 -4.42231 -0.42085
H 1.54756 2.40073 1.95033
H 4.85082 -1.91484 -3.31793
H 3.99735 2.31611 -0.03016
H 4.39351 -4.16021 -2.39745
H 2.53762 5.42821 -2.51353
H -1.69474 -1.18364 3.19469
H 3.81773 0.07140 -2.29211
H 2.59140 2.89647 4.12576
H 4.52502 1.56960 4.90108
H -4.68401 -3.91652 2.06191
H -7.44001 -1.39153 -1.24876
H 4.36695 -0.79995 1.34754
H -5.32994 -0.21999 -2.56926
H 0.52356 5.24676 -3.64233
H -6.36345 -2.93358 0.43672
H -1.49120 1.56291 -0.09155
H -1.40415 3.93325 -4.46994
H -1.48163 1.51132 -4.00803
H -4.05898 -0.51261 3.59837
H -3.84995 2.20607 0.30041
H -0.57617 -3.85440 1.31408
*
```